This record from the Open Molecules 2025 dataset describes a structure of composition C49H52LuN6OP4S2 at a distorted geometry. The level of theory is the ωB97M-V functional and the def2-TZVPD basis.

Each line ends with the Mulliken charge.
Atoms and positions in Å:
Lu: 0.815 0.388 0.423  0.40
C: -2.015 -0.689 2.746  -1.47
P: -1.419 0.859 3.593  -0.42
C: -2.321 2.250 2.813  0.83
C: -3.360 2.084 1.902  -0.32
C: -4.257 3.120 1.663  -0.35
C: -4.095 4.351 2.276  -0.60
C: -3.033 4.543 3.150  -0.70
C: -2.184 3.492 3.447  -0.58
C: 0.373 1.075 3.173  0.78
C: 0.907 2.210 2.528  0.51
C: 2.270 2.495 2.615  -0.99
C: 3.116 1.685 3.350  -1.11
C: 2.600 0.584 4.016  -0.52
C: 1.256 0.274 3.915  -0.79
C: -1.430 -1.428 1.569  0.78
C: -1.534 -2.797 1.486  -1.08
C: -1.014 -3.183 0.235  -1.05
C: -0.612 -2.034 -0.393  0.68
C: -0.046 -1.990 -1.790  -1.54
P: 0.672 -0.353 -2.283  1.95
C: -0.114 -0.213 -3.935  0.89
C: -1.494 0.005 -3.924  -0.87
C: -2.209 0.081 -5.106  -0.42
C: -1.551 -0.069 -6.319  -0.67
C: -0.187 -0.314 -6.337  -0.73
C: 0.534 -0.388 -5.152  -1.04
C: 2.438 -0.612 -2.686  0.75
C: 3.231 -1.600 -2.108  -0.71
C: 4.576 -1.691 -2.448  -0.98
C: 5.139 -0.808 -3.357  -0.79
C: 4.362 0.202 -3.909  -1.06
C: 3.028 0.313 -3.555  -0.38
N: -0.891 -0.917 0.395  0.18
H: -3.078 -0.477 2.586  0.71
H: -2.000 -1.415 3.561  0.48
H: -3.495 1.134 1.398  0.12
H: -5.099 2.952 1.001  0.39
H: -4.802 5.149 2.088  0.44
H: -2.891 5.504 3.629  0.44
H: -1.418 3.616 4.205  0.41
H: 0.236 2.953 2.114  0.56
H: 2.658 3.406 2.180  0.63
H: 4.165 1.933 3.439  0.47
H: 3.250 -0.021 4.630  0.48
H: 0.867 -0.569 4.473  0.43
H: -1.964 -3.443 2.237  0.49
H: -0.934 -4.188 -0.150  0.53
H: -0.848 -2.195 -2.502  0.69
H: 0.708 -2.768 -1.923  0.71
H: -2.018 0.058 -2.976  0.30
H: -3.278 0.246 -5.083  0.45
H: -2.103 -0.027 -7.248  0.41
H: 0.322 -0.464 -7.279  0.46
H: 1.591 -0.608 -5.189  0.50
H: 2.820 -2.312 -1.404  0.34
H: 5.178 -2.463 -1.995  0.46
H: 6.178 -0.911 -3.641  0.42
H: 4.788 0.897 -4.621  0.46
H: 2.430 1.110 -3.983  0.45
S: 4.928 -3.362 0.800  -0.51
P: 3.499 -2.962 2.063  1.45
S: 2.160 -1.514 1.506  -0.06
C: 2.554 -4.450 2.520  -0.48
C: 3.325 -5.536 2.934  -0.52
C: 2.706 -6.713 3.316  -0.72
C: 1.319 -6.806 3.288  -0.62
C: 0.556 -5.723 2.882  -0.47
C: 1.172 -4.539 2.497  1.13
C: 4.166 -2.435 3.680  0.29
C: 3.451 -2.669 4.852  -0.33
C: 3.988 -2.301 6.076  -0.72
C: 5.238 -1.698 6.135  -0.47
C: 5.955 -1.474 4.967  -0.69
C: 5.423 -1.846 3.741  -0.47
H: 4.405 -5.453 2.946  0.37
H: 3.305 -7.557 3.632  0.41
H: 0.838 -7.727 3.591  0.39
H: -0.524 -5.801 2.864  0.42
H: 0.587 -3.687 2.177  -0.48
H: 2.480 -3.148 4.801  0.44
H: 3.437 -2.496 6.987  0.40
H: 5.660 -1.422 7.092  0.41
H: 6.939 -1.024 5.013  0.42
H: 5.983 -1.706 2.825  0.38
C: -2.338 5.075 -1.885  -1.06
N: -1.007 5.463 -1.421  0.21
C: -0.099 5.482 -2.563  -1.19
N: -0.053 4.214 -3.279  0.12
C: -1.404 3.857 -3.704  -0.91
N: -2.335 3.796 -2.585  0.22
C: -2.044 2.696 -1.684  -0.55
P: -0.348 2.803 -0.870  2.57
C: -0.530 4.608 -0.350  -1.30
C: 0.552 3.157 -2.495  -0.35
H: -2.699 5.846 -2.569  0.32
H: -3.012 5.013 -1.031  0.42
H: 0.907 5.735 -2.218  0.42
H: -0.438 6.256 -3.254  0.32
H: -1.378 2.884 -4.200  0.30
H: -1.754 4.608 -4.413  0.32
H: -2.086 1.758 -2.235  -0.51
H: -2.792 2.671 -0.904  0.33
H: 0.425 5.005 0.011  0.50
H: -1.237 4.644 0.481  0.20
H: 0.537 2.239 -3.087  -0.30
H: 1.591 3.415 -2.287  0.33
N: 4.568 2.134 -1.130  -0.39
C: 3.407 2.532 -0.606  0.25
N: 3.226 3.860 -0.420  -0.23
O: 2.512 1.722 -0.301  -0.29
H: 5.261 2.786 -1.450  0.21
H: 4.717 1.154 -1.321  0.06
H: 3.951 4.536 -0.577  0.23
H: 2.382 4.163 0.029  0.00

Results
**Charge**: +1
**Orbital gap**: 7.078 eV



This record from the Open Molecules 2025 dataset describes a structure of composition C11H8AuF5N4O3S2Te. The level of theory is the ωB97M-V functional and the def2-TZVPD basis.

Each line ends with the natural charge from an NBO analysis.
Atoms and positions in Å:
Au: 1.510 1.314 0.135  1.04
S: 0.373 0.173 2.392  0.04
C: 1.773 0.164 3.289  -0.30
C: 1.604 -0.008 4.713  0.23
N: 1.443 -0.136 5.843  -0.24
C: 3.106 0.250 2.817  -0.28
S: 3.667 0.441 1.241  0.08
C: 4.158 0.091 3.785  0.22
N: 5.023 -0.034 4.532  -0.23
O: -5.006 -1.179 -0.728  -0.72
C: -4.347 -1.804 -1.802  0.11
N: -2.941 -1.585 -1.528  -0.61
C: -1.996 -2.037 -2.372  0.65
O: -2.255 -2.677 -3.375  -0.60
C: -0.564 -1.726 -2.026  -0.15
C: 0.426 -2.577 -2.499  -0.08
C: 1.751 -2.293 -2.224  -0.24
C: 2.056 -1.158 -1.498  0.08
N: 1.103 -0.330 -1.056  -0.51
C: -0.184 -0.606 -1.316  0.08
H: -5.957 -1.228 -0.863  0.49
H: -4.603 -1.359 -2.767  0.17
H: -4.552 -2.877 -1.848  0.17
H: -2.727 -1.123 -0.660  0.42
H: 0.134 -3.440 -3.082  0.26
H: 2.548 -2.935 -2.568  0.24
H: 3.076 -0.893 -1.261  0.23
H: -0.904 0.118 -0.955  0.23
F: -0.196 3.189 -0.642  -0.64
Te: 0.393 4.185 0.848  3.45
F: 1.364 5.228 -0.324  -0.61
F: -1.018 5.313 0.484  -0.60
F: 0.765 5.275 2.279  -0.60
F: -0.818 3.197 1.840  -0.62
O: 1.795 3.069 1.198  -1.14

Results
**<S²>**: 2.033
**Orbital gap (spin up / spin down)**: 7.632 / 5.930 eV
**2S+1**: 3



This record from the Open Molecules 2025 dataset describes a structure of composition C50H46BrN7OPtS3 at a distorted geometry. The level of theory is the ωB97M-V functional and the def2-TZVPD basis.

Each line ends with the Mulliken charge.
Atoms and positions in Å:
Pt: 0.100 0.009 -0.097  3.03
N: 1.415 0.853 1.334  -1.24
S: 1.721 1.638 2.577  1.86
N: 0.572 2.618 3.186  0.04
S: -0.586 2.241 4.190  0.60
N: -1.544 1.090 3.696  0.06
S: -2.315 1.050 2.262  1.53
N: -1.554 0.511 1.092  -0.51
C: -2.892 2.725 1.849  0.36
C: -4.205 3.076 2.098  -0.40
C: -4.626 4.352 1.748  -0.98
C: -3.734 5.242 1.169  -0.93
C: -2.419 4.869 0.929  -0.94
C: -1.989 3.594 1.260  0.27
C: -3.781 0.027 2.513  0.16
C: -4.448 -0.343 1.355  -0.49
C: -5.624 -1.068 1.468  -0.83
C: -6.102 -1.421 2.722  -0.61
C: -5.408 -1.057 3.866  -0.90
C: -4.231 -0.325 3.770  -0.10
C: -1.561 3.710 4.493  0.72
C: -1.240 4.965 4.004  0.07
C: -2.076 6.029 4.311  -0.88
C: -3.201 5.835 5.099  -0.68
C: -3.500 4.573 5.593  -0.84
C: -2.677 3.501 5.293  -1.15
C: 0.074 1.720 5.771  0.85
C: 0.969 2.600 6.365  -1.09
C: 1.509 2.278 7.598  -0.82
C: 1.154 1.090 8.223  -0.70
C: 0.247 0.229 7.621  -0.71
C: -0.308 0.542 6.390  0.04
C: 2.274 0.511 3.873  0.31
C: 1.460 -0.572 4.159  -0.21
C: 1.883 -1.479 5.117  -0.95
C: 3.111 -1.310 5.743  -0.94
C: 3.909 -0.215 5.444  -1.06
C: 3.488 0.715 4.503  -0.58
C: 3.130 2.691 2.202  -0.04
C: 4.142 2.109 1.450  -0.45
C: 5.296 2.839 1.217  -1.01
C: 5.415 4.127 1.721  -0.66
C: 4.387 4.691 2.462  -0.86
C: 3.227 3.970 2.712  -0.08
H: -4.895 2.376 2.544  0.60
H: -5.651 4.638 1.921  0.54
H: -4.066 6.230 0.895  0.53
H: -1.727 5.567 0.485  0.63
H: -0.975 3.265 1.074  0.24
H: -4.051 -0.070 0.391  0.47
H: -6.159 -1.353 0.575  0.50
H: -7.013 -1.996 2.804  0.46
H: -5.780 -1.338 4.839  0.51
H: -3.676 -0.036 4.647  0.35
H: -0.359 5.100 3.397  0.50
H: -1.844 7.015 3.944  0.53
H: -3.844 6.667 5.340  0.50
H: -4.364 4.422 6.219  0.52
H: -2.883 2.514 5.677  0.34
H: 1.222 3.524 5.868  0.37
H: 2.196 2.959 8.073  0.52
H: 1.578 0.844 9.185  0.49
H: -0.035 -0.684 8.118  0.53
H: -1.023 -0.109 5.912  0.52
H: 0.522 -0.686 3.634  0.97
H: 1.268 -2.329 5.370  0.66
H: 3.456 -2.050 6.449  0.51
H: 4.871 -0.093 5.922  0.52
H: 4.102 1.570 4.262  0.60
H: 4.025 1.105 1.074  0.59
H: 6.100 2.395 0.652  0.52
H: 6.309 4.699 1.522  0.47
H: 4.481 5.692 2.854  0.52
H: 2.418 4.381 3.293  0.37
C: 0.845 -5.141 2.792  -1.58
C: 0.203 -4.347 1.713  0.55
C: -0.767 -4.915 0.882  -0.40
C: -1.382 -4.160 -0.101  -0.78
C: -0.985 -2.841 -0.228  0.46
Br: -1.728 -1.688 -1.544  0.05
N: -0.056 -2.287 0.537  -0.16
C: 0.531 -3.010 1.482  -0.66
H: 0.994 -6.167 2.465  0.48
H: 0.191 -5.190 3.663  0.31
H: 1.803 -4.734 3.104  0.39
H: -1.024 -5.960 1.000  0.53
H: -2.143 -4.575 -0.746  0.52
H: 1.296 -2.510 2.061  0.71
C: 2.786 -1.129 -3.738  -1.45
C: 2.217 -0.259 -2.664  0.60
O: 1.532 -0.737 -1.746  -0.63
N: 2.502 1.046 -2.762  0.08
C: 2.097 2.043 -1.789  -0.32
C: 0.683 2.513 -2.041  0.96
C: 0.429 3.731 -2.661  -0.84
C: -0.884 4.088 -2.934  -0.58
C: -1.902 3.198 -2.622  -0.93
C: -1.569 2.013 -1.985  -0.12
N: -0.314 1.705 -1.679  0.06
H: 2.939 -2.140 -3.366  0.37
H: 3.722 -0.733 -4.126  0.43
H: 2.072 -1.186 -4.562  0.33
H: 3.003 1.373 -3.578  0.31
H: 2.792 2.883 -1.840  0.69
H: 2.147 1.595 -0.784  -0.77
H: 1.248 4.384 -2.924  0.55
H: -1.101 5.041 -3.391  0.51
H: -2.930 3.414 -2.870  0.55
H: -2.334 1.295 -1.727  0.14

Results
**Charge**: +4
**Orbital gap (spin up / spin down)**: 4.768 / 4.792 eV



This record from the Open Molecules 2025 dataset describes a structure of composition C3H2N4O2 at a distorted geometry. The level of theory is the ωB97M-V functional and the def2-TZVPD basis.

Each line ends with the natural charge from an NBO analysis.
Atoms and positions in Å:
C: 0.851 -0.174 0.097  0.38
C: -1.170 0.886 -0.264  0.16
C: -0.509 -0.382 -0.321  0.09
H: 2.952 -0.123 -0.603  0.46
H: 2.099 -1.671 1.016  0.44
N: 2.020 -0.880 -0.064  -0.87
N: -0.256 1.897 -0.049  -0.06
N: -2.429 0.824 0.093  -0.20
N: -2.790 -0.403 0.139  0.18
O: 0.939 1.285 0.085  -0.26
O: -1.707 -1.261 -0.129  -0.31

Results
**Orbital gap**: 8.476 eV



This record from the Open Molecules 2025 dataset describes a cluster of 10 separate species, C16H52ClN2O13 in total at a distorted geometry. The level of theory is the ωB97M-V functional and the def2-TZVPD basis.

Each line ends with the Mulliken charge.
Atoms and positions in Å:
Cl: -0.757 0.492 0.422  1.54
O: -0.176 1.790 0.065  -0.65
O: 0.343 -0.470 0.387  -0.38
O: -1.397 0.496 1.723  -1.61
O: -1.817 0.128 -0.514  0.16
O: -3.922 -0.184 1.468  -0.66
H: -2.972 -0.102 1.550  0.47
H: -4.107 -1.088 1.721  0.35
O: 1.534 1.721 2.459  -0.94
H: 2.264 1.107 2.385  0.64
H: 0.952 1.490 1.735  0.31
O: -2.076 2.381 2.873  -0.81
H: -1.857 1.885 2.084  0.57
H: -1.231 2.676 3.213  0.32
C: 0.569 0.059 3.587  -0.21
C: 0.087 -1.406 3.502  0.26
C: -1.416 -1.522 3.645  0.65
O: -1.927 -0.863 4.805  -0.26
C: -1.602 -1.476 6.092  -0.75
N: 0.558 -1.879 2.188  -0.68
H: 1.649 0.187 3.511  0.42
H: 0.256 0.521 4.523  0.39
H: 0.072 0.653 2.821  -0.62
H: 0.556 -1.960 4.314  0.26
H: -1.803 -2.540 3.611  0.41
H: -1.792 -1.067 2.729  -0.87
H: -0.583 -1.862 6.071  0.31
H: -2.338 -2.254 6.296  0.27
H: -1.696 -0.599 6.733  0.24
H: 1.321 -1.257 1.964  0.37
H: -0.158 -1.693 1.500  0.28
C: 4.973 -1.335 -3.403  -1.72
C: 3.998 -2.042 -2.440  0.93
C: 2.578 -1.405 -2.455  -1.18
O: 1.787 -2.030 -1.534  -0.52
C: 0.399 -1.644 -1.658  -0.59
N: 3.937 -3.432 -2.891  -0.83
H: 5.909 -1.892 -3.357  0.38
H: 5.208 -0.277 -3.290  0.36
H: 4.551 -1.245 -4.404  0.36
H: 4.562 -1.840 -1.530  0.17
H: 2.152 -1.633 -3.432  0.95
H: 2.660 -0.331 -2.289  0.14
H: 0.130 -2.031 -2.641  0.33
H: 0.315 -0.563 -1.550  -0.21
H: -0.240 -2.061 -0.880  0.36
H: 3.210 -3.422 -3.593  0.37
H: 3.491 -3.983 -2.172  0.34
C: 3.025 -0.786 0.021  0.38
C: 3.239 0.310 1.054  -1.23
O: 2.748 -0.127 2.268  -0.76
H: 3.208 -0.366 -0.968  0.00
H: 1.992 -1.095 0.180  0.22
H: 3.817 -1.484 0.294  0.22
H: 2.720 1.232 0.792  0.44
H: 4.282 0.534 1.280  0.44
H: 3.066 -1.029 2.342  0.52
C: -3.617 3.488 -1.151  -0.38
C: -4.612 2.455 -0.803  -0.48
O: -4.031 1.694 0.293  -0.51
H: -3.398 4.125 -0.294  0.28
H: -3.934 4.170 -1.940  0.39
H: -2.713 2.934 -1.402  -0.20
H: -4.795 1.694 -1.561  0.30
H: -5.592 2.850 -0.535  0.32
H: -3.249 1.251 -0.044  0.17
C: 0.056 1.497 -2.500  -1.79
C: 1.513 1.763 -2.469  -1.08
O: 2.115 1.248 -1.302  -0.60
H: -0.223 0.637 -1.891  0.60
H: -0.338 1.437 -3.514  0.75
H: -0.538 2.245 -1.975  0.46
H: 1.626 2.830 -2.661  0.43
H: 2.034 1.248 -3.276  0.46
H: 1.538 1.339 -0.540  0.25
C: -3.721 0.625 -2.985  -1.14
C: -2.261 0.163 -3.072  1.16
O: -2.034 -1.070 -2.411  -0.72
H: -3.787 1.621 -3.422  0.33
H: -4.035 0.643 -1.941  -0.04
H: -4.346 -0.096 -3.513  0.45
H: -1.541 0.905 -2.726  -0.88
H: -2.187 -0.229 -4.086  0.55
H: -2.177 -0.857 -1.486  0.31

Results
**Charge**: -1
**Orbital gap**: 8.460 eV



Calculated ΔE to the lowest compared entry with this formula, charge and spin in order - 70.7; 20.8; 174.8; 161.1; 220.5 kcal/mol